No. 1
Density functional theory data (wB97M-V/def2-TZVPD) for a structure of composition C32H51N6OSbSi3Ti at a distorted geometry.

Results
Expectation value of S²: 2.012
Total charge: +2
Relative energy (zero: lowest compared OMol25 entry of this formula, charge and spin): 405.8 kJ/mol
Multiplicity: 3
DFT total energy: -3611.587928 a.u.

Positions of all 95 atoms, in Å:
1 Ti 0.006 0.043 0.524
2 N -2.178 0.269 -0.921
3 C -2.804 1.586 -0.931
4 C -4.183 1.738 -0.918
5 C -4.691 3.019 -1.079
6 C -3.820 4.089 -1.202
7 C -2.460 3.835 -1.138
8 N -1.965 2.608 -1.018
9 C -1.116 0.336 -1.903
10 C -1.335 0.373 -3.263
11 C -0.314 0.853 -4.086
12 C 0.908 1.135 -3.517
13 C 1.101 0.848 -2.172
14 N 0.075 0.584 -1.344
15 H -2.889 -0.416 -1.162
16 H -4.846 0.890 -0.805
17 H -5.760 3.177 -1.133
18 H -4.185 5.094 -1.352
19 H -1.727 4.630 -1.203
20 H -2.307 0.134 -3.673
21 H -0.493 1.012 -5.140
22 H 1.726 1.530 -4.102
23 H 2.061 1.002 -1.696
24 C 3.003 -2.801 1.041
25 C 2.470 -1.417 1.238
26 O 1.655 -0.886 0.443
27 N 2.957 -0.749 2.286
28 C 2.455 0.559 2.672
29 C 1.134 0.419 3.401
30 C 0.988 0.864 4.701
31 C -0.220 0.671 5.359
32 C -1.221 -0.009 4.689
33 C -0.984 -0.451 3.400
34 N 0.160 -0.228 2.731
35 H 2.777 -3.153 0.038
36 H 2.542 -3.474 1.766
37 H 4.080 -2.816 1.205
38 H 3.525 -1.248 2.954
39 H 2.331 1.146 1.756
40 H 3.191 1.048 3.306
41 H 1.812 1.350 5.205
42 H -0.364 1.015 6.373
43 H -2.170 -0.215 5.162
44 H -1.730 -1.050 2.890
45 C -1.208 4.083 2.617
46 C -0.003 4.039 1.924
47 C 0.332 2.901 1.222
48 N -0.459 1.814 1.175
49 C -1.656 1.887 1.797
50 C -2.057 2.986 2.523
51 H -1.477 4.946 3.207
52 H 0.667 4.887 1.927
53 H 1.253 2.847 0.649
54 H -2.310 1.028 1.695
55 H -3.022 2.986 3.008
56 C -0.470 -5.119 -4.608
57 Si 1.330 -4.717 -4.191
58 C 2.201 -4.203 -5.782
59 C 2.155 -6.190 -3.350
60 Sb 1.325 -2.662 -2.561
61 Si 3.993 -2.272 -2.445
62 C 4.277 -1.572 -4.191
63 C 4.676 -0.954 -1.233
64 C 5.012 -3.855 -2.200
65 Si -0.301 -3.658 -0.754
66 C 0.111 -5.373 -0.046
67 C -0.780 -2.617 0.817
68 C -1.962 -3.687 -1.693
69 H -0.511 -5.786 -5.470
70 H -1.031 -4.222 -4.869
71 H -0.976 -5.622 -3.785
72 H 2.004 -4.940 -6.561
73 H 3.281 -4.133 -5.663
74 H 1.835 -3.243 -6.147
75 H 2.223 -7.033 -4.040
76 H 1.583 -6.522 -2.484
77 H 3.164 -5.954 -3.019
78 H 4.394 -0.488 -4.180
79 H 3.461 -1.818 -4.871
80 H 5.192 -1.988 -4.612
81 H 3.914 -0.268 -0.861
82 H 5.427 -0.358 -1.751
83 H 5.167 -1.412 -0.375
84 H 4.892 -4.520 -3.054
85 H 4.746 -4.410 -1.302
86 H 6.070 -3.599 -2.133
87 H 1.118 -5.430 0.366
88 H 0.036 -6.130 -0.826
89 H -0.588 -5.648 0.746
90 H -0.040 -2.715 1.611
91 H -1.727 -3.010 1.186
92 H -0.952 -1.524 0.608
93 H -1.825 -3.684 -2.773
94 H -2.593 -2.836 -1.433
95 H -2.521 -4.589 -1.442

No. 2
Density functional theory data (wB97M-V/def2-TZVPD) for the ion C32H51O3Si4 with charge +1 at a distorted geometry.

Results
Total charge: +1
Relative energy (zero: lowest compared OMol25 entry of this formula, charge and spin): 33.2 kJ/mol
Multiplicity: 1
DFT total energy: -2633.463433 a.u.

Positions of all 90 atoms, in Å:
1 C -0.055 1.487 5.330
2 Si 0.860 2.192 3.830
3 C 1.155 4.027 4.139
4 C 2.528 1.347 3.624
5 Si -0.403 1.731 1.883
6 Si -1.048 -0.474 2.043
7 C -2.188 -0.870 3.474
8 C -1.926 -0.678 0.386
9 C 0.500 -1.535 2.187
10 Si -2.251 3.127 2.154
11 C -3.448 2.493 3.467
12 C -1.789 4.899 2.601
13 C -3.052 3.100 0.453
14 O 0.061 1.778 0.131
15 C 0.277 1.356 -1.084
16 C 1.183 0.137 -1.269
17 C 2.476 0.819 -1.755
18 C 2.303 1.485 -3.130
19 C 0.900 2.058 -3.374
20 C 0.326 2.504 -2.048
21 H 0.500 1.818 6.221
22 H -1.086 1.852 5.422
23 H -0.071 0.390 5.332
24 H 2.024 4.115 4.808
25 H 1.389 4.566 3.212
26 H 0.302 4.520 4.621
27 H 3.133 1.580 4.512
28 H 2.457 0.257 3.529
29 H 3.055 1.737 2.742
30 H -2.460 -1.929 3.360
31 H -1.694 -0.743 4.444
32 H -3.106 -0.273 3.460
33 H -2.059 -1.746 0.169
34 H -2.913 -0.197 0.374
35 H -1.346 -0.248 -0.447
36 H 0.171 -2.584 2.236
37 H 1.179 -1.440 1.331
38 H 1.071 -1.311 3.097
39 H -4.161 3.307 3.666
40 H -4.017 1.626 3.110
41 H -2.962 2.229 4.415
42 H -2.610 5.550 2.266
43 H -1.663 5.035 3.683
44 H -0.869 5.230 2.102
45 H -3.905 3.794 0.488
46 H -2.361 3.446 -0.329
47 H -3.426 2.107 0.173
48 H 1.359 -0.265 -0.252
49 H 2.780 1.583 -1.025
50 H 3.275 0.076 -1.817
51 H 3.025 2.317 -3.167
52 H 2.580 0.814 -3.959
53 H 0.963 2.917 -4.053
54 H 0.245 1.320 -3.854
55 H -0.683 2.931 -2.130
56 H 0.988 3.275 -1.604
57 C -4.850 -1.529 -4.381
58 C -3.961 -0.360 -3.929
59 C -2.723 -1.038 -3.444
60 C -2.901 -2.430 -3.635
61 O -4.098 -2.784 -4.171
62 C -1.890 -3.340 -3.340
63 C -0.684 -2.829 -2.911
64 C -0.500 -1.459 -2.593
65 C 0.906 -0.998 -2.178
66 C 1.731 -2.193 -1.618
67 C 3.079 -2.321 -1.963
68 C 3.828 -3.343 -1.392
69 C 3.207 -4.288 -0.546
70 O 4.027 -5.292 -0.136
71 C 5.355 -5.021 -0.729
72 C 5.266 -3.710 -1.520
73 C 1.858 -4.178 -0.203
74 C 1.159 -3.088 -0.681
75 C -1.532 -0.555 -2.898
76 H -5.774 -1.600 -3.791
77 H -5.106 -1.476 -5.447
78 H -3.755 0.318 -4.767
79 H -4.451 0.227 -3.144
80 H -2.068 -4.396 -3.502
81 H 0.137 -3.538 -2.827
82 H 1.361 -0.754 -3.152
83 H 3.546 -1.663 -2.693
84 H 6.074 -4.965 0.095
85 H 5.611 -5.874 -1.370
86 H 5.571 -3.845 -2.565
87 H 5.938 -2.955 -1.086
88 H 1.416 -4.931 0.444
89 H 0.111 -2.953 -0.377
90 H -1.404 0.520 -2.729

No. 3
Density functional theory data (wB97M-V/def2-TZVPD) for a cluster of 3 separate species, C32H52ClF9N2O2P in total at a distorted geometry.

Results
Expectation value of S²: 2.008
Total charge: -1
Multiplicity: 3
DFT total energy: -3210.783568 a.u.

Positions of all 99 atoms, in Å:
1 C 8.806 -0.054 -1.160
2 C 7.817 0.951 -1.697
3 C 6.441 0.721 -1.640
4 C 5.527 1.655 -2.122
5 C 5.949 2.869 -2.680
6 C 4.987 3.884 -3.216
7 P 3.565 4.478 -2.068
8 Cl 5.134 5.461 -0.726
9 C 2.191 3.690 -3.160
10 C 0.779 3.793 -2.580
11 C 0.328 2.599 -1.749
12 F 0.011 2.956 -0.461
13 F 1.280 1.629 -1.652
14 C -0.924 1.855 -2.291
15 F -0.726 1.561 -3.603
16 F -1.068 0.680 -1.623
17 C -2.280 2.607 -2.144
18 F -2.186 3.854 -2.655
19 F -2.598 2.700 -0.831
20 C -3.499 1.923 -2.833
21 F -4.583 2.707 -2.654
22 F -3.306 1.756 -4.155
23 F -3.747 0.727 -2.268
24 C 7.330 3.091 -2.739
25 C 8.246 2.158 -2.261
26 H 8.407 -1.067 -1.245
27 H 9.053 0.140 -0.115
28 H 9.728 -0.025 -1.745
29 H 6.076 -0.209 -1.212
30 H 4.469 1.433 -2.069
31 H 5.543 4.795 -3.453
32 H 4.561 3.518 -4.159
33 H 3.661 3.293 -1.244
34 H 2.589 5.034 -1.147
35 H 3.529 5.718 -2.840
36 H 2.200 4.250 -4.100
37 H 2.441 2.657 -3.412
38 H 0.686 4.677 -1.943
39 H 0.062 3.921 -3.392
40 H 7.696 4.022 -3.155
41 H 9.305 2.381 -2.325
42 C -2.780 -0.387 5.815
43 C -1.323 -0.197 5.370
44 C -0.825 1.217 5.694
45 C -1.386 2.291 4.764
46 C -1.111 1.935 3.305
47 C -1.646 0.555 2.917
48 N -1.153 -0.460 3.906
49 O 0.009 -0.918 3.615
50 C -3.182 0.571 2.830
51 C -1.131 0.173 1.539
52 C -0.492 -1.219 6.137
53 H -3.486 0.268 5.319
54 H -3.095 -1.417 5.640
55 H -2.853 -0.187 6.884
56 H 0.266 1.226 5.623
57 H -1.077 1.439 6.733
58 H -2.457 2.425 4.939
59 H -0.917 3.249 4.996
60 H -1.550 2.675 2.633
61 H -0.032 1.953 3.132
62 H -3.580 -0.445 2.807
63 H -3.474 1.069 1.905
64 H -3.664 1.115 3.638
65 H -0.047 0.226 1.469
66 H -1.550 0.867 0.813
67 H -1.440 -0.839 1.274
68 H -0.757 -2.235 5.843
69 H -0.699 -1.102 7.203
70 H 0.573 -1.083 5.974
71 C -0.783 -3.072 -1.214
72 C -2.210 -3.078 -1.780
73 C -3.170 -2.322 -0.857
74 C -3.539 -3.086 0.411
75 C -4.088 -4.468 0.065
76 C -3.128 -5.289 -0.798
77 N -2.724 -4.471 -1.988
78 O -3.563 -4.557 -2.954
79 C -1.916 -5.746 0.030
80 C -3.824 -6.546 -1.308
81 C -2.146 -2.382 -3.134
82 H -0.678 -3.561 -0.252
83 H -0.099 -3.554 -1.914
84 H -0.458 -2.040 -1.083
85 H -4.086 -2.097 -1.414
86 H -2.717 -1.363 -0.604
87 H -2.672 -3.168 1.073
88 H -4.292 -2.523 0.966
89 H -4.308 -5.037 0.972
90 H -5.033 -4.349 -0.475
91 H -1.114 -6.099 -0.619
92 H -2.219 -6.573 0.673
93 H -1.517 -4.976 0.684
94 H -4.743 -6.314 -1.840
95 H -4.069 -7.179 -0.454
96 H -3.172 -7.106 -1.980
97 H -1.552 -2.961 -3.841
98 H -1.671 -1.411 -2.998
99 H -3.134 -2.229 -3.562

No. 4
Density functional theory data (wB97M-V/def2-TZVPD) for the ion C32H52N11O7 with charge +1 at a distorted geometry.

Results
Total charge: +1
Relative energy (zero: lowest compared OMol25 entry of this formula, charge and spin): 0.0 kJ/mol
Multiplicity: 1
DFT total energy: -2379.384035 a.u.

Positions of all 102 atoms, in Å:
1 C -1.048 -4.076 1.258
2 C -1.414 -3.789 0.153
3 C -1.884 -3.404 -1.168
4 H -2.339 -4.279 -1.656
5 O -2.812 -2.326 -1.139
6 C -4.046 -2.647 -0.526
7 C -5.078 -1.610 -0.950
8 O -4.709 -0.350 -0.428
9 C -5.581 0.684 -0.834
10 H -5.601 0.758 -1.930
11 C -5.106 2.004 -0.243
12 O -3.990 2.478 -0.982
13 C -3.543 3.764 -0.588
14 H -2.989 4.159 -1.442
15 C -2.641 3.756 0.662
16 N -1.233 3.690 0.338
17 C -0.395 2.792 0.922
18 N -0.913 1.626 1.328
19 C -0.070 0.880 2.078
20 N 1.203 1.197 2.300
21 C 1.657 2.269 1.655
22 N 0.885 3.123 0.973
23 N 2.974 2.547 1.755
24 C 3.823 1.612 2.451
25 H 3.306 1.256 3.341
26 H 4.734 2.133 2.746
27 C 4.109 0.433 1.512
28 N 4.332 0.946 0.168
29 C 4.185 0.242 -0.970
30 O 4.406 0.699 -2.073
31 C 3.574 -1.171 -0.824
32 N 2.154 -0.924 -0.864
33 C 1.467 -0.383 -1.890
34 C 0.174 -0.292 -1.423
35 N 0.166 -0.791 -0.165
36 N 1.351 -1.157 0.158
37 C -1.125 0.135 -2.029
38 H -1.549 -0.753 -2.516
39 C -1.128 1.238 -3.105
40 C -0.521 0.726 -4.411
41 H 0.532 0.494 -4.307
42 H -0.626 1.483 -5.184
43 H -1.033 -0.174 -4.744
44 C -0.556 2.600 -2.688
45 H -0.832 3.307 -3.473
46 C 0.950 2.702 -2.474
47 H 1.507 2.354 -3.338
48 H 1.212 3.744 -2.308
49 H 1.266 2.141 -1.600
50 H -1.049 2.919 -1.771
51 H -2.193 1.418 -3.307
52 N -2.039 0.466 -0.898
53 H -1.536 0.842 -0.035
54 H -2.522 -0.403 -0.623
55 H -2.762 1.168 -1.149
56 H 1.945 -0.108 -2.802
57 H 3.805 -1.633 0.137
58 C 3.991 -2.113 -1.956
59 H 5.076 -2.079 -2.057
60 H 3.560 -1.773 -2.897
61 C 3.552 -3.553 -1.663
62 C 2.071 -3.647 -1.362
63 O 1.185 -3.324 -2.116
64 O 1.849 -4.122 -0.143
65 H 0.896 -4.160 0.078
66 H 4.096 -3.954 -0.808
67 H 3.759 -4.170 -2.539
68 C 4.745 2.338 0.089
69 H 5.692 2.457 0.622
70 C 3.660 3.255 0.695
71 H 2.917 3.545 -0.048
72 H 4.128 4.161 1.093
73 H 4.904 2.576 -0.963
74 H 4.982 -0.134 1.857
75 H 3.223 -0.205 1.529
76 N -0.549 -0.226 2.658
77 C 0.360 -1.196 3.234
78 C -0.321 -1.904 4.405
79 H -0.496 -1.188 5.222
80 H 0.303 -2.719 4.773
81 O -1.544 -2.481 4.007
82 C -2.426 -1.488 3.546
83 C -1.854 -0.755 2.328
84 H -2.511 0.067 2.047
85 H -1.749 -1.460 1.495
86 H -3.354 -1.998 3.280
87 H -2.629 -0.766 4.352
88 H 0.634 -1.921 2.459
89 H 1.253 -0.670 3.568
90 H -0.776 4.563 0.116
91 H -2.841 4.660 1.245
92 H -2.871 2.886 1.280
93 H -4.412 4.407 -0.410
94 H -4.841 1.851 0.809
95 H -5.919 2.738 -0.302
96 H -6.601 0.478 -0.481
97 H -6.067 -1.906 -0.576
98 H -5.118 -1.561 -2.048
99 H -4.388 -3.637 -0.852
100 H -3.941 -2.652 0.566
101 H -1.035 -3.063 -1.770
102 H -0.764 -4.322 2.239

No. 5
Density functional theory data (wB97M-V/def2-TZVPD) for a structure of composition C32H53BN6O6STi.

Results
Expectation value of S²: 0.752
Total charge: +1
Relative energy (zero: lowest compared OMol25 entry of this formula, charge and spin): 0.0 kJ/mol
Multiplicity: 2
DFT total energy: -3303.704863 a.u.

Positions of all 100 atoms, in Å:
1 Ti -0.165 -0.574 0.219
2 C 3.573 2.844 -1.423
3 C 2.805 1.576 -1.585
4 C 2.744 0.743 -2.688
5 C 1.927 -0.327 -2.319
6 N 1.505 -0.141 -1.062
7 N 2.049 1.032 -0.619
8 B 1.915 1.506 0.850
9 N 2.270 0.337 1.751
10 N 1.475 -0.771 1.796
11 C 2.026 -1.598 2.699
12 C 3.182 -1.005 3.220
13 C 3.305 0.218 2.597
14 C 4.347 1.266 2.779
15 C 1.457 -2.933 3.123
16 C -0.025 -2.768 3.468
17 C 1.686 -3.981 2.025
18 C 2.172 -3.427 4.388
19 N 0.485 2.003 1.226
20 N -0.559 1.148 1.448
21 C -1.579 1.867 1.922
22 C -1.196 3.206 2.004
23 C 0.112 3.252 1.549
24 C 1.010 4.435 1.442
25 C -2.912 1.260 2.283
26 C -3.899 1.567 1.146
27 C -3.427 1.904 3.576
28 C -2.789 -0.245 2.509
29 C 1.517 -1.498 -3.182
30 C 0.058 -1.293 -3.614
31 C 2.393 -1.548 -4.437
32 C 1.693 -2.815 -2.423
33 H 4.060 3.095 -2.363
34 H 2.926 3.673 -1.139
35 H 4.342 2.748 -0.656
36 H 3.271 0.878 -3.616
37 H 2.662 2.414 1.013
38 H 3.842 -1.408 3.967
39 H 5.084 0.923 3.502
40 H 4.864 1.480 1.842
41 H 3.917 2.199 3.146
42 H -0.452 -3.729 3.763
43 H -0.609 -2.392 2.634
44 H -0.136 -2.077 4.307
45 H 1.301 -3.655 1.060
46 H 2.754 -4.176 1.911
47 H 1.201 -4.919 2.302
48 H 2.074 -2.715 5.209
49 H 1.723 -4.369 4.705
50 H 3.231 -3.612 4.210
51 H -1.771 4.035 2.376
52 H 0.465 5.332 1.728
53 H 1.878 4.336 2.094
54 H 1.370 4.563 0.421
55 H -4.091 2.639 1.072
56 H -3.482 1.257 0.184
57 H -4.860 1.077 1.327
58 H -3.596 2.974 3.452
59 H -4.375 1.449 3.865
60 H -2.717 1.760 4.391
61 H -2.427 -0.795 1.638
62 H -2.112 -0.464 3.335
63 H -3.764 -0.669 2.756
64 H -0.016 -0.424 -4.272
65 H -0.300 -2.170 -4.156
66 H -0.594 -1.122 -2.757
67 H 2.272 -0.655 -5.052
68 H 3.448 -1.655 -4.182
69 H 2.105 -2.407 -5.045
70 H 1.118 -2.836 -1.503
71 H 1.366 -3.646 -3.051
72 H 2.744 -2.970 -2.172
73 O -4.242 -1.320 -0.630
74 C -3.017 -1.524 -1.052
75 O -2.092 -0.794 -0.734
76 C -2.916 -2.677 -2.034
77 O -1.671 -3.309 -2.044
78 C -1.480 -4.165 -0.926
79 C -1.361 -3.303 0.325
80 O -2.179 -3.337 1.211
81 O -0.352 -2.456 0.272
82 H -4.263 -0.554 -0.030
83 H -3.745 -3.366 -1.851
84 H -3.059 -2.224 -3.020
85 H -2.318 -4.856 -0.806
86 H -0.560 -4.716 -1.113
87 O -0.711 1.342 -1.346
88 S -0.897 2.787 -1.710
89 C -2.672 2.960 -2.130
90 C -2.779 3.291 -3.615
91 C -1.622 2.560 -4.289
92 C -0.400 2.911 -3.455
93 H -3.138 3.684 -1.464
94 H -3.068 1.967 -1.913
95 H -2.677 4.367 -3.771
96 H -3.752 2.997 -4.007
97 H -1.493 2.857 -5.330
98 H -1.791 1.481 -4.267
99 H -0.078 3.941 -3.626
100 H 0.460 2.249 -3.562

Which of these has the lowest total charge?
C32H52ClF9N2O2P